Formula: C47H34N4O12S
Source: the Open Molecules 2025 dataset
Level of theory: the ωB97M-V functional and the def2-TZVPD basis

Values from the calculation:
M: 878.9 g/mol
HOMO-LUMO gap: 6.81 eV
SMILES: CCNc1cnc2c(N=C=S)cccc2n1.O=C1C=CC(=O)C=C1.O=C1C=CC(=O)C=C1.O=C1C=CC(=O)C=C1.O=C1C=CC(=O)C=C1.O=C1C=CC(=O)C=C1.O=C1C=CC(=O)C=C1
LUMO: -0.0637 hartree
net charge: 0
HOMO energy: -8.5427 eV

Last column: Löwdin charge in e.
Element x y z (Å)
C (3.01312, 1.94828, -0.49922)  -0.092
C (2.90573, 1.32887, -1.90123)  -0.243
N (4.18614, 0.67106, -2.28563)  0.028
C (3.97316, -0.43412, -3.12604)  -0.318
C (4.51064, -0.43428, -4.45692)  -0.052
N (4.34778, -1.38369, -5.33159)  0.158
C (3.58633, -2.41335, -4.84811)  -0.174
C (3.28678, -3.51063, -5.70967)  -0.208
N (3.77844, -3.47230, -7.07907)  0.099
C (3.16895, -2.68905, -7.78221)  -0.764
S (2.58432, -1.40996, -8.47414)  0.729
C (2.54389, -4.57575, -5.29059)  -0.023
C (2.03580, -4.61593, -3.96734)  -0.060
C (2.30462, -3.57025, -3.12593)  -0.031
C (3.07764, -2.45859, -3.54276)  -0.205
N (3.28063, -1.43870, -2.65280)  0.188
H (3.13455, 1.12540, 0.19173)  0.044
H (3.85425, 2.64384, -0.46888)  0.081
H (2.07252, 2.45437, -0.28857)  0.048
H (2.64110, 2.08063, -2.65571)  0.110
H (2.09168, 0.60425, -1.86681)  0.102
H (4.72648, 1.35656, -2.80149)  0.107
H (5.09449, 0.43430, -4.76576)  0.116
H (2.34591, -5.39611, -5.97110)  0.115
H (1.42099, -5.42386, -3.59064)  0.106
H (1.93088, -3.57424, -2.10728)  0.106
C (4.41580, -0.55205, 3.24500)  0.028
C (4.45116, -1.40498, 4.26543)  0.017
C (3.54481, -1.25213, 5.42877)  -0.385
O (3.57808, -2.02788, 6.36079)  0.102
C (2.59383, -0.11227, 5.41270)  0.018
C (2.55759, 0.74063, 4.39288)  0.021
C (3.46604, 0.58635, 3.22930)  -0.365
O (3.43113, 1.36340, 2.29733)  0.086
H (5.07053, -0.64751, 2.38868)  0.116
H (5.13582, -2.24010, 4.29442)  0.103
H (1.94051, -0.01880, 6.27101)  0.121
H (1.87252, 1.57858, 4.36123)  0.121
C (0.28840, 6.71883, 1.00004)  0.021
C (0.92547, 5.91756, 0.15003)  0.024
C (0.21531, 4.80771, -0.52956)  -0.374
O (0.78198, 4.06531, -1.30487)  0.087
C (-1.22205, 4.62156, -0.22948)  0.016
C (-1.85988, 5.41955, 0.62133)  0.025
C (-1.15537, 6.53358, 1.30190)  -0.385
O (-1.73237, 7.26610, 2.07688)  0.104
H (0.78410, 7.53577, 1.50889)  0.121
H (1.97633, 6.03440, -0.08332)  0.122
H (-1.71188, 3.80369, -0.73342)  0.091
H (-2.90917, 5.29516, 0.85603)  0.118
C (-5.29674, 1.29572, 0.30558)  0.009
C (-6.38006, 0.85114, -0.32729)  0.020
C (-6.64890, 1.21480, -1.73717)  -0.378
O (-7.63856, 0.81442, -2.31539)  0.099
C (-5.66331, 2.08964, -2.42241)  0.025
C (-4.57957, 2.53076, -1.79078)  0.026
C (-4.31430, 2.16721, -0.37597)  -0.363
O (-3.32009, 2.56537, 0.19966)  0.086
H (-5.08326, 1.04226, 1.33373)  0.121
H (-7.10832, 0.21029, 0.15273)  0.102
H (-5.87744, 2.34212, -3.45336)  0.123
H (-3.84801, 3.16830, -2.27214)  0.120
C (-2.24846, -1.69662, -0.33304)  0.028
C (-1.57280, -2.46375, -1.18498)  0.027
C (-2.21821, -3.61906, -1.85711)  -0.383
O (-1.60396, -4.32100, -2.63046)  0.106
C (-3.64584, -3.88283, -1.54461)  0.024
C (-4.32068, -3.11501, -0.69273)  0.025
C (-3.67426, -1.96244, -0.02075)  -0.370
O (-4.28706, -1.25925, 0.75631)  0.092
H (-1.79644, -0.84982, 0.16886)  0.124
H (-0.53197, -2.28605, -1.42636)  0.117
H (-4.09840, -4.72892, -2.04578)  0.123
H (-5.36124, -3.29164, -0.45099)  0.124
C (-11.15097, 2.42319, 0.28459)  0.026
C (-10.24945, 1.44631, 0.34157)  0.025
C (-9.64256, 1.03686, 1.63174)  -0.378
O (-8.81823, 0.14759, 1.68102)  0.089
C (-10.07670, 1.75405, 2.85473)  0.022
C (-10.97814, 2.73062, 2.79767)  0.023
C (-11.58747, 3.14186, 1.50763)  -0.386
O (-12.40966, 4.03005, 1.45609)  0.110
H (-11.60570, 2.73850, -0.64579)  0.124
H (-9.91707, 0.90979, -0.53957)  0.117
H (-9.62081, 1.43859, 3.78464)  0.122
H (-11.30842, 3.26718, 3.67792)  0.123
C (9.80324, -3.49842, 4.85940)  0.024
C (8.78517, -2.69214, 4.57159)  0.025
C (8.08245, -2.77726, 3.26869)  -0.370
O (7.15437, -2.04023, 3.00541)  0.088
C (8.55467, -3.79462, 2.29891)  0.024
C (9.57278, -4.60128, 2.58590)  0.024
C (10.27743, -4.51752, 3.88964)  -0.385
O (11.20321, -5.25263, 4.15280)  0.113
H (10.33012, -3.45260, 5.80387)  0.123
H (8.42403, -1.94333, 5.26526)  0.124
H (8.02696, -3.83967, 1.35466)  0.124
H (9.93316, -5.34970, 1.89185)  0.123

Forces on atoms 1 to 2 (eV/Å):
C -0.3 -0.5 -1.2
C 0.0 0.5 0.8


Formula: C47H35Br2N4ORuSb
Source: the Open Molecules 2025 dataset
Level of theory: the ωB97M-V functional and the def2-TZVPD basis

Values from the calculation:
relative energy (zero: lowest compared OMol25 entry of this formula, charge and spin): 0.9289 eV
M: 1054.5 g/mol
HOMO-LUMO gap (alpha / beta): 7.87 / 5.79 eV
multiplicity: 5
LUMO (alpha / beta): -0.1944 / -0.2759 hartree
net charge: +2
HOMO energy (alpha / beta): -13.1586 / -13.2978 eV
<S²>: 6.057

Last column: Mulliken spin population.
Element x y z (Å)
Ru (0.75391, -0.02125, -0.52313)  2.268
Br (3.65631, 0.95404, 3.11615)  0.043
C (2.24154, -0.15062, 3.60668)  0.175
C (2.09481, -0.56034, 4.91164)  -0.076
C (1.04519, -1.38893, 5.27435)  0.233
Br (0.90615, -1.89272, 7.05897)  0.067
C (0.08996, -1.85874, 4.30900)  0.003
C (-0.96882, -2.72810, 4.62016)  0.048
C (-1.81007, -3.13327, 3.61952)  -0.003
C (-1.59156, -2.66275, 2.32173)  0.021
N (-0.61023, -1.83918, 1.99901)  -0.002
C (0.21626, -1.44314, 2.97347)  0.057
C (1.30956, -0.55251, 2.58617)  0.192
O (1.47240, -0.14692, 1.42017)  0.307
H (2.80124, -0.23352, 5.66342)  0.006
H (-1.10868, -3.06974, 5.63625)  0.008
H (-2.63600, -3.80352, 3.81919)  0.001
H (-2.25359, -2.96772, 1.51781)  -0.008
N (2.49993, 0.30029, -1.05255)  0.376
C (3.54117, -0.44260, -0.87251)  0.008
C (3.28046, -1.80535, -0.32386)  0.038
C (3.97099, -2.26890, 0.79063)  0.010
C (3.55480, -3.43282, 1.42334)  0.011
C (2.46707, -4.15058, 0.93607)  0.012
C (1.80251, -3.71615, -0.20274)  0.031
C (2.20662, -2.54541, -0.83028)  0.073
C (4.89540, 0.02714, -1.15878)  0.041
C (5.93286, -0.88714, -1.35748)  0.022
C (7.20756, -0.43494, -1.65740)  -0.012
C (7.45321, 0.92823, -1.75050)  0.032
C (6.42442, 1.84537, -1.55283)  -0.014
C (5.14939, 1.39967, -1.26484)  0.039
H (4.80628, -1.69975, 1.17933)  -0.002
H (4.08711, -3.78743, 2.29889)  0.002
H (2.15883, -5.06496, 1.42881)  0.000
H (0.98654, -4.30041, -0.61208)  0.000
H (1.74572, -2.23684, -1.76247)  -0.017
H (5.73786, -1.95159, -1.30010)  0.002
H (8.00907, -1.14456, -1.82185)  0.000
H (8.45128, 1.28058, -1.97981)  0.001
H (6.62510, 2.90698, -1.62378)  0.000
H (4.34017, 2.10227, -1.10464)  -0.002
N (-0.64772, -0.08455, -4.47721)  0.012
C (-0.27474, -0.64479, -3.32138)  0.006
N (0.05983, 0.27067, -2.43178)  -0.043
C (-0.08523, 1.51066, -3.06139)  -0.018
C (0.12629, 2.79848, -2.57143)  0.011
C (-0.15175, 3.84144, -3.42824)  0.003
C (-0.62018, 3.61641, -4.73379)  0.000
C (-0.82611, 2.34620, -5.22600)  0.004
C (-0.54436, 1.29607, -4.35663)  -0.012
H (-0.94580, -0.59765, -5.29164)  0.000
H (-0.27462, -1.71088, -3.15855)  -0.009
H (0.49416, 2.96470, -1.56969)  -0.001
H (-0.00650, 4.85982, -3.09291)  0.000
H (-0.82192, 4.46806, -5.37152)  0.000
H (-1.17716, 2.17943, -6.23703)  0.000
C (-3.45576, 4.57624, -2.27865)  -0.001
C (-3.48177, 3.32103, -2.87328)  0.001
C (-3.06612, 2.20542, -2.15932)  0.002
C (-2.63189, 2.34655, -0.84398)  -0.012
C (-2.60706, 3.60545, -0.24783)  0.000
C (-3.02145, 4.71896, -0.96630)  -0.001
Sb (-1.82057, 0.71964, 0.20543)  0.103
C (-2.88088, -0.90997, -0.61050)  0.008
C (-4.22908, -0.83965, -0.95592)  0.000
C (-4.84918, -1.92840, -1.55796)  0.002
C (-4.12493, -3.08466, -1.82628)  0.002
C (-2.77859, -3.15920, -1.48645)  0.015
C (-2.15978, -2.07318, -0.88092)  -0.018
C (-2.41637, 0.96308, 2.20506)  0.003
C (-1.67033, 1.77686, 3.05617)  -0.018
C (-2.05530, 1.93484, 4.38187)  -0.004
C (-3.18099, 1.27681, 4.85994)  0.000
C (-3.92446, 0.46140, 4.01438)  0.001
C (-3.54504, 0.30398, 2.68802)  0.000
H (-3.78293, 5.44390, -2.83645)  0.000
H (-3.83136, 3.20934, -3.89224)  0.000
H (-3.09632, 1.22863, -2.62997)  0.001
H (-2.28905, 3.72921, 0.78253)  0.000
H (-3.01359, 5.69520, -0.49795)  0.000
H (-4.80238, 0.06142, -0.76586)  0.000
H (-5.89829, -1.87178, -1.82081)  0.000
H (-4.61141, -3.92903, -2.29785)  0.000
H (-2.21892, -4.06773, -1.68147)  0.001
H (-1.12130, -2.14227, -0.56280)  -0.025
H (-0.78270, 2.29221, 2.69793)  -0.003
H (-1.47939, 2.57596, 5.03819)  0.000
H (-3.48216, 1.40396, 5.89190)  0.000
H (-4.80455, -0.04706, 4.38721)  0.000
H (-4.13304, -0.33341, 2.03419)  0.000

Forces on atoms 1 to 2 (eV/Å):
Ru -0.1 0.2 0.4
Br 0.0 0.0 0.0


Formula: C47H35FN5O4P2PtSi
Source: the Open Molecules 2025 dataset
Level of theory: the ωB97M-V functional and the def2-TZVPD basis

Values from the calculation:
relative energy (zero: lowest compared OMol25 entry of this formula, charge and spin): 1.1648 eV
M: 1037.9 g/mol
HOMO-LUMO gap (alpha / beta): 5.30 / 6.17 eV
multiplicity: 3
LUMO (alpha / beta): 0.0808 / 0.0314 hartree
net charge: -1
HOMO energy (alpha / beta): -3.1035 / -5.3176 eV
<S²>: 2.015

Last column: Mulliken spin population.
Element x y z (Å)
Pt (-0.03105, -0.17929, -0.26349)  0.613
C (-0.99578, -3.41471, -1.49576)  0.001
Si (0.35739, -2.49149, -0.57942)  0.337
C (0.47776, -3.43919, 1.06086)  0.017
C (0.69653, -4.82240, 1.13936)  -0.020
C (0.66548, -5.49391, 2.35026)  0.007
C (0.38339, -4.79836, 3.52214)  -0.003
C (0.13556, -3.43850, 3.46886)  -0.008
C (0.19828, -2.75425, 2.24925)  0.065
P (-0.15555, -0.96242, 2.10565)  0.229
C (-1.38867, -0.76477, 3.44232)  0.021
C (-2.58143, -1.48096, 3.34082)  0.040
C (-3.59055, -1.30720, 4.27888)  -0.009
C (-3.42128, -0.40612, 5.32281)  0.026
C (-2.23903, 0.31747, 5.42206)  -0.015
C (-1.22954, 0.14262, 4.48427)  0.032
C (1.33911, -0.12300, 2.75796)  -0.007
C (1.59278, 1.19450, 2.37256)  0.031
C (2.71661, 1.85870, 2.84390)  0.003
C (3.59902, 1.21865, 3.70349)  0.001
C (3.35343, -0.09087, 4.09279)  0.001
C (2.22951, -0.75715, 3.62234)  0.001
C (1.97653, -2.75604, -1.54199)  0.013
C (2.82026, -3.86481, -1.42448)  -0.025
C (3.97476, -3.98729, -2.18563)  0.019
C (4.31499, -2.99337, -3.09249)  -0.003
C (3.50711, -1.87377, -3.22258)  0.011
C (2.35275, -1.74773, -2.44901)  0.009
P (1.28643, -0.26992, -2.49749)  0.177
C (-0.08568, -0.77747, -3.60263)  0.027
C (0.16243, -1.62728, -4.68084)  -0.026
C (-0.86997, -2.03219, -5.51356)  0.003
C (-2.16551, -1.58676, -5.27580)  0.000
C (-2.41826, -0.73508, -4.21024)  0.006
C (-1.38377, -0.33394, -3.37365)  0.001
C (2.19301, 0.93116, -3.54176)  0.058
C (3.33277, 1.51050, -2.97678)  0.060
C (4.02918, 2.50253, -3.64452)  -0.002
C (3.57976, 2.95169, -4.88050)  0.024
C (2.43740, 2.40135, -5.43834)  -0.010
C (1.74459, 1.39377, -4.77492)  0.020
H (-0.88305, -4.49357, -1.34478)  0.002
H (-0.97749, -3.20873, -2.56862)  -0.010
H (-1.97305, -3.11183, -1.10920)  0.006
H (0.85950, -5.39501, 0.23356)  -0.001
H (0.83909, -6.56303, 2.38197)  0.001
H (0.33917, -5.31887, 4.47107)  0.000
H (-0.11586, -2.90717, 4.37992)  0.002
H (-2.72310, -2.17140, 2.51629)  -0.002
H (-4.51271, -1.86801, 4.18801)  0.000
H (-4.20779, -0.26597, 6.05406)  0.002
H (-2.10316, 1.02708, 6.22924)  0.000
H (-0.31727, 0.72171, 4.55675)  0.005
H (0.89724, 1.70462, 1.71746)  0.013
H (2.90010, 2.87912, 2.53228)  0.000
H (4.47702, 1.73800, 4.06734)  0.000
H (4.03974, -0.59988, 4.75857)  0.000
H (2.06061, -1.78396, 3.92157)  -0.002
H (2.58902, -4.64508, -0.71197)  0.002
H (4.61112, -4.85642, -2.06743)  0.001
H (5.21234, -3.08343, -3.69279)  0.000
H (3.78316, -1.09127, -3.91905)  0.003
H (1.16966, -1.98412, -4.86203)  0.000
H (-0.66524, -2.69874, -6.34225)  0.000
H (-2.97575, -1.90654, -5.91949)  0.000
H (-3.42303, -0.38224, -4.01673)  0.000
H (-1.60676, 0.31468, -2.53166)  0.009
H (3.66178, 1.18878, -1.99345)  -0.009
H (4.89353, 2.96006, -3.18196)  0.000
H (4.10183, 3.75252, -5.38815)  0.002
H (2.06566, 2.76711, -6.38759)  0.000
H (0.83918, 0.99285, -5.21279)  0.007
N (-0.12013, 1.93176, -0.79117)  0.080
C (0.12943, 2.79534, -1.52606)  -0.009
C (0.45032, 3.81789, -2.41136)  0.012
C (1.58858, 4.63227, -2.16136)  0.000
N (2.51188, 5.29140, -1.94497)  0.005
C (-0.35295, 4.01531, -3.56845)  -0.002
N (-1.00720, 4.16797, -4.50745)  0.005
F (-1.87817, 4.98272, 4.36217)  0.000
C (-2.73860, 4.64097, 3.38843)  0.001
C (-2.87180, 3.37352, 3.00173)  0.001
N (-3.76279, 2.98455, 2.02766)  -0.003
C (-3.80229, 1.58822, 1.60194)  0.026
C (-2.46721, 1.06802, 1.09835)  -0.029
O (-2.51840, 0.25881, 0.13722)  0.109
O (-1.44197, 1.41484, 1.72909)  0.044
C (-4.61374, 3.89499, 1.43014)  0.001
O (-5.46308, 3.60824, 0.61381)  0.000
N (-4.42872, 5.20122, 1.85282)  0.000
C (-3.53493, 5.70073, 2.79826)  0.000
O (-3.48900, 6.88108, 3.06794)  0.001
H (-2.27844, 2.58088, 3.43793)  -0.001
H (-4.55642, 1.49596, 0.83059)  0.000
H (-4.08705, 0.96799, 2.45712)  0.000
H (-5.02359, 5.88136, 1.40278)  0.000

Forces on atoms 1 to 2 (eV/Å):
Pt -0.8 -0.5 0.4
C -0.1 -0.1 -0.1